Computed, not measured: C6H27N2O7 as an isolated structure at a distorted geometry, with wB97M-V/def2-TZVPD.

The geometry in ORCA input format:
```
! wB97M-V def2-TZVPD RIJCOSX def2/J DEFGRID3
* xyz 1 1
C 1.985 0.820 -2.693
C 0.797 0.143 -2.004
C 0.952 -1.279 -1.476
C -0.421 -1.846 -1.185
C -0.990 -1.618 0.200
N -0.842 -2.770 0.710
C -0.351 -3.312 -0.584
N 0.312 1.026 -0.813
H 1.683 1.320 -3.607
H 2.718 0.055 -2.923
H 2.456 1.502 -1.984
H -0.051 0.289 -2.665
H 1.620 -1.188 -0.627
H 1.480 -1.885 -2.213
H -1.226 -1.821 -1.921
H -1.450 -0.721 0.605
H -1.028 -4.030 -1.027
H 0.640 -3.748 -0.443
H 0.450 1.986 -1.136
H -0.676 0.892 -0.509
H 0.842 0.669 -0.026
H -2.597 1.115 0.554
H -2.259 2.587 0.146
O -2.200 1.655 -0.140
H -2.825 3.211 2.697
H -1.518 3.439 1.896
O -2.467 3.311 1.809
H -1.371 3.823 -2.650
H -1.314 2.981 -1.490
O -0.695 3.446 -2.073
H 1.493 -0.642 1.303
H 2.290 0.622 1.174
O 1.373 0.312 1.152
H 0.962 -0.537 4.714
H 0.562 0.041 3.432
O 0.193 -0.509 4.143
H 2.736 -2.942 1.326
H 2.812 -2.769 -0.264
O 2.569 -2.363 0.573
H -2.616 -0.947 2.250
H -1.643 -0.234 3.182
O -2.383 -0.080 2.590
*
```

Results
lowest unoccupied orbital energy: -2.847 eV
E_HOMO: -0.469 Eh
frontier orbital gap: 0.365 Eh
energy: -23965.055 eV
energy above the lowest of the compared OMol25 structures with the same formula, charge and spin: 0.0 kcal per mole

Atom-resolved charges from Mulliken, all expressed in e:
1. C -1.407
2. C 0.191
3. C -1.049
4. C 0.496
5. C 0.357
6. N -0.638
7. C -0.670
8. N -0.111
9. H 0.317
10. H 0.414
11. H 0.357
12. H 0.468
13. H 0.213
14. H 0.620
15. H 0.530
16. H -0.199
17. H 0.348
18. H 0.236
19. H 0.489
20. H 0.273
21. H -0.003
22. H 0.219
23. H 0.367
24. O -0.726
25. H 0.301
26. H 0.307
27. O -0.662
28. H 0.325
29. H 0.304
30. O -0.609
31. H 0.305
32. H 0.361
33. O -0.692
34. H 0.325
35. H 0.282
36. O -0.659
37. H 0.286
38. H 0.288
39. O -0.606
40. H 0.322
41. H 0.328
42. O -0.598